1.
# C6H11P

A cluster of 2 separate species, C6H11P in total in a non-equilibrium geometry (ωB97M-V/def2-TZVPD, OMol25).

Computed properties:
- relative energy (zero: lowest compared OMol25 entry of this formula, charge and spin) (eV) = 6.464
- highest occupied orbital energy (spin up / spin down) (eV) = -7.298 / -7.446

```
! wB97M-V def2-TZVPD RIJCOSX def2/J DEFGRID3
* xyz 0 1
C 0.683 -0.377 -0.129
C -0.490 1.021 -0.039
C 1.127 0.836 0.341
C -0.263 -0.020 -1.190
C 1.631 0.809 1.755
C -1.373 -0.999 -1.683
P -0.928 -2.323 1.757
H -1.053 0.718 0.751
H -0.525 2.000 -0.384
H 1.615 1.664 -0.385
H 0.131 0.372 -2.064
H 1.140 1.568 2.361
H 2.663 1.080 1.789
H 1.509 -0.088 2.276
H -1.968 -1.385 -0.881
H -0.911 -1.823 -2.355
H -2.033 -0.453 -2.250
H -0.955 -2.600 0.329
*
```



2.
# C53H36FNO32S

A cluster of 8 separate species, C53H36FNO32S in total in a non-equilibrium geometry (ωB97M-V/def2-TZVPD, OMol25).

Computed properties:
- highest occupied orbital energy (eV) = -8.204
- SMILES = C=CCc1cc(S(=O)(=O)F)cc2c1C(=O)NC2=O.O=C1C=C(O)C(=O)C=C1O.O=C1C=C(O)C(=O)C=C1O.O=C1C=C(O)C(=O)C=C1O.O=C1C=C(O)C(=O)C=C1O.O=C1C=C(O)C(=O)C=C1O.O=C1C=C(O)C(=O)C=C1O.O=C1C=C(O)C(=O)C=C1O

```
! wB97M-V def2-TZVPD RIJCOSX def2/J DEFGRID3
* xyz 0 1
C 2.736 -2.984 1.536
C 2.241 -3.601 2.640
C 1.216 -2.851 3.475
C -0.096 -2.893 2.737
C -0.787 -4.096 2.673
C -1.975 -4.194 1.983
S -2.801 -5.735 1.907
O -4.055 -5.532 1.289
O -1.964 -6.767 1.426
F -3.067 -6.034 3.411
C -2.539 -3.127 1.314
C -1.835 -1.952 1.380
C -0.647 -1.806 2.077
C -0.191 -0.393 1.957
O 0.823 0.116 2.319
N -1.264 0.314 1.314
C -2.164 -0.641 0.775
O -2.986 -0.364 -0.045
H 2.051 -2.751 0.730
H 3.770 -2.738 1.382
H 2.467 -4.615 2.933
H 1.558 -1.844 3.612
H 1.123 -3.343 4.432
H -0.388 -4.973 3.147
H -3.468 -3.196 0.785
H -1.691 0.872 2.049
O 0.717 5.282 6.985
C -0.067 4.644 6.310
C -1.424 4.332 6.720
C -2.210 3.608 5.912
O -3.459 3.285 6.214
C -1.726 3.099 4.581
O -2.500 2.432 3.916
C -0.380 3.427 4.158
C 0.406 4.154 4.965
O 1.645 4.497 4.652
H -1.759 4.701 7.678
H -3.795 2.762 5.462
H -0.051 3.069 3.192
H 1.983 5.015 5.408
O 1.108 2.168 -4.972
C 1.115 1.326 -4.093
C 0.694 -0.050 -4.287
C 0.730 -0.903 -3.255
O 0.369 -2.175 -3.352
C 1.190 -0.475 -1.889
O 1.187 -1.308 -0.998
C 1.625 0.888 -1.700
C 1.599 1.740 -2.730
O 1.998 2.999 -2.636
H 0.364 -0.343 -5.273
H 0.491 -2.560 -2.464
H 1.973 1.174 -0.717
H 1.869 3.389 -3.523
O -2.284 6.645 -3.629
C -2.169 5.870 -2.695
C -2.378 4.443 -2.807
C -2.258 3.661 -1.723
O -2.438 2.350 -1.760
C -1.902 4.233 -0.374
O -1.827 3.464 0.565
C -1.670 5.664 -0.267
C -1.793 6.439 -1.353
O -1.599 7.750 -1.336
H -2.631 4.051 -3.781
H -2.303 2.005 -0.853
H -1.403 6.061 0.702
H -1.756 8.057 -2.250
O 4.504 0.810 -2.581
C 5.519 1.306 -3.038
C 5.780 1.453 -4.456
C 6.934 1.999 -4.863
O 7.246 2.168 -6.138
C 7.982 2.469 -3.887
O 9.008 2.936 -4.344
C 7.709 2.342 -2.467
C 6.553 1.799 -2.061
O 6.231 1.651 -0.785
H 5.023 1.111 -5.148
H 8.132 2.579 -6.148
H 8.459 2.696 -1.776
H 5.349 1.234 -0.773
O 4.936 -4.719 0.201
C 5.120 -5.904 0.413
C 4.287 -6.961 -0.126
C 4.557 -8.238 0.177
O 3.845 -9.257 -0.277
C 5.708 -8.618 1.073
O 5.871 -9.800 1.311
C 6.554 -7.561 1.595
C 6.285 -6.284 1.288
O 7.010 -5.265 1.724
H 3.463 -6.678 -0.766
H 4.254 -10.062 0.096
H 7.386 -7.844 2.223
H 6.595 -4.462 1.356
O -2.622 7.689 -10.237
C -2.522 6.916 -9.303
C -2.734 5.483 -9.410
C -2.615 4.710 -8.321
O -2.785 3.397 -8.338
C -2.269 5.287 -6.975
O -2.190 4.523 -6.032
C -2.037 6.715 -6.871
C -2.150 7.487 -7.959
O -1.952 8.798 -7.946
H -2.983 5.082 -10.382
H -2.637 3.092 -7.422
H -1.773 7.107 -5.900
H -2.102 9.102 -8.861
O -6.152 -5.830 3.915
C -6.595 -5.316 4.925
C -7.974 -4.879 5.064
C -8.382 -4.312 6.207
O -9.623 -3.891 6.408
C -7.449 -4.105 7.368
O -7.897 -3.566 8.363
C -6.077 -4.558 7.240
C -5.663 -5.128 6.099
O -4.418 -5.551 5.939
H -8.637 -5.032 4.224
H -9.640 -3.524 7.312
H -5.421 -4.416 8.087
H -4.344 -5.920 5.039
*
```



3.
# C6HF6N3

A cluster of 2 separate species, C6HF6N3 in total in a non-equilibrium geometry (ωB97M-V/def2-TZVPD, OMol25).

Computed properties:
- highest occupied orbital energy (eV) = -10.509

```
! wB97M-V def2-TZVPD RIJCOSX def2/J DEFGRID3
* xyz 0 1
C 2.918 0.267 0.836
C 2.133 -0.602 -1.431
C 2.539 -0.201 -0.359
C -0.882 -0.097 -0.211
C -1.422 -0.965 0.919
C -0.887 1.429 0.077
N 3.144 0.511 1.952
N -0.952 -0.970 -2.437
N -0.967 -0.461 -1.438
F -0.535 -0.969 1.899
F -2.610 -0.535 1.336
F -1.494 -2.283 0.513
F -2.109 2.035 0.237
F -0.211 1.738 1.165
F -0.171 2.008 -0.930
H 1.509 -0.904 -2.129
*
```



4.
# C3H6OS3

A cluster of 2 separate species, C3H6OS3 in total in a non-equilibrium geometry (ωB97M-V/def2-TZVPD, OMol25).

Computed properties:
- relative energy (zero: lowest compared OMol25 entry of this formula, charge and spin) (eV) = 1.409
- highest occupied orbital energy (spin up / spin down) (eV) = -7.920 / -7.920
- SMILES = CC=C(S)S.O=S

```
! wB97M-V def2-TZVPD RIJCOSX def2/J DEFGRID3
* xyz 0 1
C -0.968 -0.486 -0.831
C -0.218 0.313 0.181
C 1.010 -0.029 0.585
S 1.961 0.885 1.752
S 1.791 -1.485 -0.056
H -0.502 -0.388 -1.815
H -1.999 -0.158 -0.896
H -0.944 -1.546 -0.578
H -0.686 1.196 0.593
H 1.103 1.903 1.884
H 2.953 -1.315 0.569
O -0.176 3.206 1.885
S -0.525 4.529 2.479
*
```



5.
# C39H45BrCdF4N7O4PS2

A structure of composition C39H45BrCdF4N7O4PS2 in a non-equilibrium geometry (ωB97M-V/def2-TZVPD, OMol25).

Computed properties:
- relative energy (zero: lowest compared OMol25 entry of this formula, charge and spin) (eV) = 0.000
- highest occupied orbital energy (eV) = -13.089

```
! wB97M-V def2-TZVPD RIJCOSX def2/J DEFGRID3
* xyz 2 1
Cd 0.358 0.535 -1.683
O -1.020 1.156 0.158
S -1.634 1.421 1.497
C -1.109 3.103 2.061
C 0.387 3.306 2.279
C 0.925 4.518 1.519
C 0.976 4.289 0.018
S 2.307 3.182 -0.674
O 1.881 1.762 -0.410
C 3.626 3.508 0.511
C 4.410 4.631 0.301
C 5.447 4.902 1.178
C 5.695 4.045 2.241
C 4.914 2.916 2.430
C 3.876 2.639 1.557
C -0.602 0.557 2.710
C 0.547 -0.080 2.287
C 1.358 -0.716 3.213
C 1.006 -0.710 4.553
C -0.163 -0.087 4.968
C -0.976 0.544 4.042
H -1.673 3.239 2.981
H -1.512 3.787 1.317
H 0.942 2.423 1.958
H 0.578 3.441 3.345
H 1.917 4.766 1.900
H 0.281 5.380 1.715
H 1.125 5.234 -0.503
H 0.056 3.821 -0.336
H 4.212 5.276 -0.540
H 6.057 5.778 1.025
H 6.508 4.258 2.917
H 5.112 2.254 3.258
H 3.265 1.756 1.680
H 0.774 -0.066 1.231
H 2.261 -1.222 2.904
H 1.633 -1.218 5.269
H -0.439 -0.076 6.010
H -1.899 1.012 4.347
N 2.253 -1.155 -0.366
N 3.316 -1.445 -1.220
C 3.323 -1.032 -2.497
N 4.397 -1.252 -3.239
N 2.216 -0.416 -2.921
N 2.038 -0.073 -4.194
O 2.919 -0.170 -5.018
O 0.925 0.348 -4.446
H 2.570 -0.549 0.388
H 1.847 -2.008 0.019
H 4.156 -1.883 -0.850
H 5.187 -1.771 -2.897
H 4.357 -0.981 -4.222
N -1.492 -0.183 -2.628
C -2.126 0.321 -3.861
C -2.891 1.625 -3.628
C -2.125 2.927 -3.867
C -1.121 3.303 -2.783
N 0.103 2.480 -2.874
H -1.248 -1.158 -2.786
H -2.193 -0.151 -1.887
H -2.837 -0.430 -4.221
H -1.361 0.440 -4.628
H -3.285 1.625 -2.609
H -3.745 1.631 -4.305
H -2.864 3.726 -3.932
H -1.612 2.880 -4.829
H -1.583 3.170 -1.799
H -0.873 4.364 -2.903
H 0.925 3.069 -2.760
H 0.145 2.117 -3.828
F -2.528 -7.736 -2.220
C -2.263 -6.517 -1.777
C -2.919 -6.014 -0.655
F -3.827 -6.744 -0.024
C -2.601 -4.743 -0.184
F -3.211 -4.294 0.912
C -1.658 -3.935 -0.812
P -1.215 -2.274 -0.097
C -2.938 -1.672 0.107
C -3.374 -0.947 1.208
C -4.655 -0.421 1.244
C -5.509 -0.583 0.168
C -5.074 -1.279 -0.950
C -3.801 -1.816 -0.985
C -0.618 -3.027 1.483
C -1.162 -2.897 2.753
C -0.541 -3.486 3.843
C 0.620 -4.219 3.682
C 1.149 -4.392 2.411
C 0.539 -3.795 1.325
C -1.024 -4.453 -1.933
Br 0.314 -3.441 -2.807
C -1.314 -5.723 -2.417
F -0.670 -6.179 -3.487
H -2.721 -0.809 2.054
H -4.977 0.127 2.116
H -6.505 -0.171 0.200
H -5.730 -1.394 -1.800
H -3.490 -2.381 -1.858
H -2.092 -2.384 2.908
H -0.977 -3.379 4.824
H 1.083 -4.687 4.535
H 2.025 -5.009 2.266
H 0.935 -3.961 0.328
*
```



6.
# C10H14AgN2O

A structure of composition C10H14AgN2O (ωB97M-V/def2-TZVPD, OMol25).

Computed properties:
- highest occupied orbital energy (eV) = -13.436

```
! wB97M-V def2-TZVPD RIJCOSX def2/J DEFGRID3
* xyz 1 1
C 3.421 0.890 0.616
C 2.031 0.708 0.011
C 1.334 -0.518 0.609
C 0.215 -1.149 -0.246
C -0.248 -2.382 0.414
N -0.615 -3.348 0.913
C -1.066 -0.280 -0.520
C -0.835 0.783 -1.618
C -2.055 -1.209 -1.096
N -2.822 -1.937 -1.541
C -1.663 0.272 0.818
C -1.944 1.766 0.810
O -2.815 2.237 0.141
H 3.889 1.801 0.241
H 3.362 0.975 1.704
H 4.073 0.050 0.369
H 2.112 0.594 -1.075
H 1.448 1.613 0.207
H 0.971 -0.293 1.615
H 2.085 -1.302 0.739
H 0.645 -1.429 -1.213
H -0.094 1.512 -1.301
H -0.467 0.296 -2.523
H -1.766 1.294 -1.858
H -1.009 0.022 1.653
H -2.624 -0.203 1.028
H -1.321 2.398 1.468
Ag -4.242 -3.160 -0.366
*
```



7.
# C3H10ClN3

The ion C3H10ClN3 with charge +2 in a non-equilibrium geometry (ωB97M-V/def2-TZVPD, OMol25).

Computed properties:
- relative energy (zero: lowest compared OMol25 entry of this formula, charge and spin) (eV) = 1.462
- highest occupied orbital energy (eV) = -18.232
- SMILES = N[C@H]([NH3+])/C(Cl)=C/[NH3+]

```
! wB97M-V def2-TZVPD RIJCOSX def2/J DEFGRID3
* xyz 2 1
N 1.745 0.949 -0.526
C 0.664 1.006 0.314
N 1.364 0.729 1.746
C -0.325 -0.366 0.035
Cl 0.561 -1.929 0.070
C -1.499 -0.195 -0.555
N -2.224 -1.485 -1.110
H 1.894 1.757 -1.129
H 2.193 0.046 -0.716
H 0.244 1.948 0.484
H 1.789 -0.236 1.664
H 2.287 1.310 1.802
H 0.742 0.989 2.543
H -2.139 0.615 -0.663
H -2.555 -1.292 -2.090
H -3.147 -1.524 -0.638
H -1.593 -2.323 -1.232
*
```



8.
# C3H5NS3

The molecule C3H5NS3 in a non-equilibrium geometry (ωB97M-V/def2-TZVPD, OMol25).

Computed properties:
- relative energy (zero: lowest compared OMol25 entry of this formula, charge and spin) (eV) = 1.915
- highest occupied orbital energy (eV) = -8.541
- SMILES = CSC(=S)NC=S

```
! wB97M-V def2-TZVPD RIJCOSX def2/J DEFGRID3
* xyz 0 1
C 0.574 1.618 0.292
S -0.722 1.237 -1.024
C -1.458 -0.323 -0.591
S -2.959 -0.690 -0.724
N -0.542 -0.946 0.186
C 0.737 -1.222 -0.060
S 1.923 -0.793 -1.120
H 1.681 1.292 0.046
H 0.409 0.963 1.165
H 0.350 2.607 0.453
H -1.061 -1.613 0.955
H 1.068 -2.130 0.423
*
```



9.
# C4H10N2O

The molecule C4H10N2O in a non-equilibrium geometry (ωB97M-V/def2-TZVPD, OMol25).

Computed properties:
- relative energy (zero: lowest compared OMol25 entry of this formula, charge and spin) (eV) = 1.310
- highest occupied orbital energy (eV) = -9.384
- SMILES = CCNC(=O)CN

```
! wB97M-V def2-TZVPD RIJCOSX def2/J DEFGRID3
* xyz 0 1
C -2.974 0.114 0.830
C -1.580 -0.517 1.101
N -0.767 -0.280 -0.059
C 0.558 0.035 -0.037
O 1.123 0.485 0.930
C 1.277 -0.058 -1.415
N 2.715 0.099 -1.243
H -2.875 1.111 0.386
H -3.484 -0.499 0.075
H -3.673 0.265 1.661
H -1.654 -1.608 1.182
H -1.306 -0.086 2.071
H -1.327 -0.135 -0.880
H 1.107 -1.049 -1.847
H 0.730 0.546 -2.138
H 2.895 0.519 -0.337
H 3.008 0.785 -1.933
*
```



10.
# C26H19N3O3S

The molecule C26H19N3O3S in a non-equilibrium geometry (ωB97M-V/def2-TZVPD, OMol25).

Computed properties:
- highest occupied orbital energy (eV) = -7.337

```
! wB97M-V def2-TZVPD RIJCOSX def2/J DEFGRID3
* xyz 0 1
C -2.405 -3.827 -0.042
H -1.811 -4.808 -0.161
O -3.676 -4.008 -0.108
C -4.646 -3.080 -0.062
C -6.032 -3.553 -0.142
C -7.063 -2.465 0.110
C -6.725 -1.172 0.228
C -5.308 -0.684 -0.108
C -4.377 -1.689 -0.129
H -3.251 -1.460 -0.078
C -4.894 0.881 0.032
C -5.725 1.901 -0.083
S -4.649 3.053 -0.099
C -3.219 2.296 0.041
N -3.510 0.929 -0.123
C -1.984 2.732 0.123
C -0.782 1.783 0.050
N 0.412 2.333 0.071
C 1.720 1.750 -0.071
C 1.606 0.301 0.127
C 2.821 -0.376 -0.078
C 3.954 0.447 0.155
C 4.045 1.859 0.038
C 2.766 2.435 0.153
O 2.656 3.914 -0.279
C 3.886 4.586 -0.064
H 4.426 4.228 0.838
H 4.444 4.549 -0.980
H 3.347 5.549 0.045
H 5.012 2.253 0.043
C 5.122 -0.529 -0.043
C 6.468 -0.635 -0.124
C 7.212 -1.770 0.036
C 6.480 -3.153 0.010
C 5.087 -3.148 0.041
C 4.479 -1.676 0.062
O 3.112 -1.708 -0.144
H 4.587 -3.999 0.317
H 7.049 -3.902 0.058
H 8.145 -1.682 0.107
H 7.109 0.255 0.150
H 0.593 -0.258 0.260
H 0.498 3.349 0.011
H -1.037 0.739 0.031
C -1.869 4.224 -0.082
N -1.452 5.237 -0.028
H -6.606 1.771 0.066
H -7.260 -0.424 0.139
H -8.028 -2.548 -0.009
H -6.467 -4.352 0.058
H -2.097 -3.233 0.714
H -2.163 -3.215 -1.075
*
```



11.
# C42H37OSi

A structure of composition C42H37OSi in a non-equilibrium geometry (ωB97M-V/def2-TZVPD, OMol25).

Computed properties:
- relative energy (zero: lowest compared OMol25 entry of this formula, charge and spin) (eV) = 1.903
- highest occupied orbital energy (eV) = -11.058

```
! wB97M-V def2-TZVPD RIJCOSX def2/J DEFGRID3
* xyz 1 1
C -0.255 0.594 -0.803
C 0.200 -0.318 0.280
C -0.847 -0.594 1.196
C 1.591 -0.932 0.219
Si 2.476 -1.121 -1.436
C 1.261 -1.828 -2.686
C 0.668 -1.069 -3.712
C -0.393 -1.609 -4.445
C -0.792 -2.932 -4.249
C -0.156 -3.708 -3.271
C 0.871 -3.163 -2.497
C 3.097 0.555 -2.034
C 3.741 0.667 -3.281
C 4.199 1.910 -3.741
C 4.002 3.064 -2.975
C 3.392 2.954 -1.722
C 2.968 1.711 -1.238
C 3.940 -2.291 -1.556
C 4.228 -2.993 -2.746
C 5.373 -3.796 -2.857
C 6.249 -3.927 -1.773
C 5.955 -3.260 -0.572
C 4.818 -2.445 -0.472
H -0.243 1.643 -0.453
H 0.374 0.526 -1.705
H -1.295 0.344 -1.112
H -0.608 -1.172 2.139
H -1.784 -0.900 0.671
H 2.290 -0.295 0.804
H 1.587 -1.929 0.706
H 1.033 -0.058 -3.927
H -0.910 -0.980 -5.167
H -1.595 -3.355 -4.844
H -0.465 -4.739 -3.097
H 1.366 -3.773 -1.741
H 3.889 -0.220 -3.902
H 4.705 1.978 -4.705
H 4.320 4.036 -3.350
H 3.240 3.843 -1.106
H 2.528 1.642 -0.241
H 3.550 -2.930 -3.601
H 5.580 -4.327 -3.795
H 7.145 -4.547 -1.858
H 6.620 -3.383 0.286
H 4.607 -1.927 0.465
C -6.784 4.447 -0.371
O -5.380 4.289 -0.680
C -4.663 3.311 -0.076
C -3.255 3.411 -0.145
C -2.454 2.559 0.565
C -2.973 1.480 1.318
C -2.049 0.612 2.092
C -2.664 -0.490 2.916
C -1.901 -0.656 4.090
C -2.018 -1.827 4.828
C -2.937 -2.794 4.396
C -3.753 -2.580 3.275
C -3.649 -1.399 2.529
C -0.925 0.431 4.174
C -1.063 1.253 3.023
C -0.390 2.475 3.019
C 0.597 2.704 4.008
C 0.830 1.794 5.034
C 0.041 0.651 5.150
C -4.400 1.389 1.375
C -5.213 2.232 0.654
H -7.066 5.396 -0.827
H -7.373 3.628 -0.824
H -6.968 4.480 0.712
H -2.813 4.208 -0.754
H -1.370 2.738 0.583
H -1.338 -1.955 5.669
H -3.006 -3.733 4.945
H -4.449 -3.341 2.946
H -4.299 -1.202 1.672
H -0.642 3.266 2.315
H 1.196 3.614 3.940
H 1.629 1.962 5.742
H 0.179 -0.086 5.932
H -4.900 0.682 2.041
H -6.298 2.104 0.637
*
```



12.
# C4H9N2O2

A cluster of 2 separate species, C4H9N2O2 in total in a non-equilibrium geometry (ωB97M-V/def2-TZVPD, OMol25).

Computed properties:
- relative energy (zero: lowest compared OMol25 entry of this formula, charge and spin) (eV) = 4.542
- highest occupied orbital energy (eV) = -4.250

```
! wB97M-V def2-TZVPD RIJCOSX def2/J DEFGRID3
* xyz -1 1
C 0.338 -0.411 -0.846
C -0.124 -0.839 0.593
C -1.952 0.520 0.541
N -2.629 -0.068 -0.453
N 1.281 0.661 -0.838
C 2.584 0.331 -0.216
O 2.920 -0.868 -0.428
O 3.153 1.221 0.430
H 0.914 -1.302 -1.108
H -0.471 -0.259 -1.567
H -0.995 -1.509 0.503
H -0.006 0.038 1.273
H -2.136 0.212 1.586
H -1.286 1.393 0.388
H 0.700 -1.456 0.967
H -3.231 0.807 -0.390
H 0.938 1.528 -0.436
*
```